This record from OMol25 describes 2 unconnected molecules or ions with the total composition C8H12Br2F3N2 at a distorted geometry. The level of theory is ωB97M-V/def2-TZVPD.

Geometry (Å):
Br 1.139 1.194 -0.582
Br 0.738 -1.346 2.741
F -0.372 3.158 2.217
F -1.636 2.570 0.391
F -2.464 2.392 2.463
N -0.840 0.810 1.848
N -0.398 -1.551 -2.576
C 0.569 0.621 2.341
C -0.115 -2.161 -3.769
C -1.002 -3.195 -3.936
C -1.275 2.238 1.705
C -1.849 -3.214 -2.801
C 1.724 0.986 1.297
C 2.619 2.267 1.753
C -1.451 -2.191 -1.977
H 2.867 2.959 0.886
H -2.660 -3.901 -2.608
H 0.690 -1.806 -4.394
H -1.463 0.411 2.592
H 0.777 1.139 3.330
H 0.091 -0.758 -2.197
H 3.629 1.880 2.150
H -1.070 0.251 0.992
H -1.037 -3.865 -4.782
H 2.153 2.851 2.609
H -1.827 -1.863 -1.019
H 2.463 0.106 1.310

The calculation puts the HOMO energy at -0.38881 hartree. The value obtained for the total energy is -5868.844342 Eh. The value obtained for the LUMO energy is -4.267 eV. The net charge is +1.